--- P ---
Molecular formula: C5H13N2OS
Method: DFT, ωB97M-V/def2-TZVPD

Properties
LUMO level: -3.230 eV
total charge: +1
gap between HOMO and LUMO: 9.40 eV

Last column: natural (NBO) charge in e.
CARTESIAN COORDINATES (ANGSTROEM)
1 C 0.327 -0.664 0.358  0.230
2 C -2.132 0.637 -0.349  -0.641
3 C 2.304 0.686 1.026  -0.425
4 C 1.170 1.244 -1.126  -0.371
5 C -1.505 -0.755 -0.665  0.166
6 N -2.163 -1.730 0.001  -0.774
7 N 1.437 0.245 -0.002  -0.368
8 O 0.207 -0.989 1.640  -0.697
9 S 1.709 -1.304 -0.624  0.302
10 H -2.908 0.864 -1.177  0.246
11 H -2.679 0.539 0.525  0.222
12 H -1.425 1.475 -0.215  0.216
13 H 3.331 0.832 0.667  0.236
14 H 1.991 1.611 1.451  0.242
15 H 2.391 -0.242 1.524  0.224
16 H 0.637 2.031 -0.715  0.213
17 H 2.165 1.522 -1.291  0.223
18 H 0.580 0.791 -1.917  0.239
19 H -1.147 -1.022 -1.597  0.211
20 H -2.751 -1.612 0.786  0.399
21 H 0.880 -1.556 2.046  0.504
22 H -2.420 -2.602 -0.346  0.403

=====

--- Q ---
Molecular formula: C5H13N2OS
Method: DFT, ωB97M-V/def2-TZVPD

Properties
LUMO level (alpha / beta): -3.561 / -3.561 eV
total charge: +1
gap between HOMO and LUMO (alpha / beta): 7.98 / 7.98 eV

Last column: natural (NBO) charge in e.
CARTESIAN COORDINATES (ANGSTROEM)
1 C -2.426 1.164 -0.642  -0.454
2 C 1.917 -0.805 0.567  0.507
3 C -3.836 1.587 -0.838  -0.671
4 C 0.729 -2.347 -0.869  -0.421
5 C 2.759 0.821 1.891  -0.269
6 N 0.101 1.598 -0.911  -1.170
7 N 1.791 -2.008 0.102  -0.493
8 O 2.682 -0.541 1.599  -0.411
9 S -1.347 2.019 -1.486  0.985
10 H -2.269 0.248 0.035  0.246
11 H 1.149 -0.018 0.180  0.257
12 H -4.275 1.980 0.112  0.245
13 H -4.420 0.690 -1.142  0.236
14 H -4.051 2.396 -1.650  0.242
15 H 1.127 -2.131 -1.881  0.232
16 H 0.525 -3.472 -0.891  0.254
17 H -0.053 -1.686 -0.683  0.225
18 H 2.151 1.434 1.355  0.206
19 H 3.812 1.120 1.891  0.222
20 H 2.377 0.906 3.010  0.213
21 H 0.931 1.881 -1.409  0.376
22 H 2.399 -2.770 0.475  0.444

=====

Stability order, top to bottom: Q, P